1.
109
Properties=species:S:1:pos:R:3:forces:R:3 method="wB97M-V/def2-TZVPD" largest_force_ha_per_bohr=0.038 energy_ha=-2591.6820 multiplicity=1 homo_lumo_gap_ev=8.656 smiles=Fc1ccc2nc(CCOCC(F)(F)F)cnc2c1.COCCOC.COCCOC.COCCOC.COCCOC.COCCOC
F -0.310738 -2.905693 3.410289 -0.2 0.2 -0.5
C -0.571713 -3.092369 2.091275 -0.1 -1.2 -0.4
C -0.688363 -4.462812 1.690310 0.0 0.6 -0.1
C -0.939075 -4.712686 0.378135 0.0 -0.3 -0.2
C -1.097020 -3.672616 -0.587037 0.0 -0.5 0.1
N -1.368443 -4.050355 -1.871983 0.2 1.1 0.2
C -1.461088 -3.040149 -2.700955 -0.3 0.2 -0.7
C -1.725866 -3.367186 -4.179463 0.6 -0.8 1.0
C -0.584509 -4.315143 -4.646302 0.0 -0.1 -0.4
O 0.209108 -3.721030 -5.691861 0.2 -0.1 0.3
C 1.479470 -4.324289 -5.732745 -0.2 -0.4 0.1
C 2.531539 -3.576080 -4.875726 0.3 -0.8 -1.1
F 3.180125 -2.684689 -5.667229 -0.4 0.2 0.8
F 3.486094 -4.456984 -4.474468 -0.3 0.3 0.1
F 2.033196 -2.976574 -3.792693 0.2 0.1 -0.4
C -1.333546 -1.676086 -2.280303 -0.2 0.8 -0.4
N -1.114628 -1.251867 -1.054897 0.0 -1.9 -0.4
C -0.973752 -2.321195 -0.195650 0.2 0.3 1.5
C -0.707296 -2.065700 1.201091 0.1 0.4 0.4
H -0.592362 -5.298610 2.383738 0.1 0.5 0.0
H -1.014502 -5.748443 0.031591 -0.1 0.5 0.0
H -2.642041 -3.982015 -4.177277 0.1 0.6 -0.3
H -1.823844 -2.467372 -4.801640 0.0 -0.4 0.1
H -0.995620 -5.271556 -5.028750 0.1 0.4 0.1
H 0.091815 -4.569005 -3.813111 -0.5 0.1 -0.1
H 1.424477 -5.371576 -5.378844 0.1 0.4 0.0
H 1.846269 -4.367957 -6.770687 -0.1 0.3 0.4
H -1.462197 -0.903801 -3.052357 0.1 -0.3 0.3
H -0.595616 -1.045420 1.586059 -0.1 -0.3 -0.5
C -1.364820 4.433959 1.491542 -0.1 0.0 0.2
O -2.337785 3.402604 1.449530 0.3 0.2 0.1
C -3.391163 3.667773 0.542646 -0.1 -0.4 0.1
C -3.185742 2.882661 -0.736804 -0.2 0.3 -0.4
O -2.025523 3.306033 -1.431312 0.2 -0.2 0.3
C -0.913079 2.437100 -1.208625 0.0 0.2 -0.3
H -0.478740 4.024679 1.973377 0.0 0.1 0.0
H -1.077813 4.789929 0.500064 -0.1 -0.1 -0.1
H -1.739109 5.274495 2.085979 0.1 0.1 0.0
H -3.478590 4.741123 0.347559 0.1 0.0 -0.1
H -4.324738 3.336365 1.009120 0.0 0.0 0.0
H -4.042289 3.056313 -1.397444 0.0 0.0 0.0
H -3.134999 1.809189 -0.527134 0.0 0.0 0.1
H -1.034922 1.524112 -1.799043 0.0 -0.1 0.1
H -0.798299 2.175641 -0.155172 -0.1 0.0 0.0
H -0.011584 2.951864 -1.537673 0.0 0.0 0.0
C 1.344953 -0.315399 3.633616 0.0 -0.1 -0.1
O 1.141450 0.912984 2.962889 0.1 0.1 0.1
C 0.326718 1.813366 3.700045 0.1 0.2 -0.4
C 1.162923 2.864370 4.403008 -0.3 -0.1 0.4
O 1.978309 2.288052 5.414326 0.1 0.0 -0.2
C 3.320973 2.100982 4.997107 0.0 0.0 0.1
H 2.175253 -0.834720 3.152949 0.0 0.0 -0.1
H 1.586939 -0.178119 4.690709 0.0 0.1 0.0
H 0.450276 -0.924930 3.535365 0.1 -0.1 0.3
H -0.306579 1.279229 4.415544 0.1 0.0 0.0
H -0.326687 2.305736 2.976518 -0.1 0.0 0.1
H 0.490973 3.572757 4.898028 0.0 0.0 0.0
H 1.771626 3.424744 3.685575 0.0 -0.1 0.0
H 3.853982 3.057697 5.011059 0.1 0.0 -0.1
H 3.380463 1.664937 3.997131 0.0 0.0 0.0
H 3.801116 1.421714 5.701560 0.0 0.0 0.0
C 3.096978 1.938599 0.266402 -0.1 0.0 0.0
O 2.653801 2.837311 -0.740606 0.2 -0.1 0.0
C 3.637232 3.799335 -1.092754 -0.4 0.0 -0.2
C 4.349171 3.423489 -2.378393 0.4 0.0 0.2
O 5.116409 2.238089 -2.224990 -0.2 -0.1 0.0
C 4.465517 1.088882 -2.743393 0.1 0.0 0.0
H 2.413624 1.090418 0.287386 -0.1 0.1 0.0
H 4.105942 1.568705 0.070034 0.0 0.1 0.0
H 3.069946 2.432905 1.242918 0.0 -0.1 0.1
H 4.354292 3.937660 -0.277456 0.0 -0.1 0.0
H 3.115544 4.749761 -1.245797 0.0 0.0 0.0
H 5.048001 4.224852 -2.638565 0.0 0.0 0.0
H 3.635632 3.319514 -3.201846 -0.1 0.0 0.1
H 4.535235 1.080158 -3.836287 -0.1 -0.1 0.0
H 3.415610 1.044765 -2.444770 0.0 0.0 0.0
H 4.975005 0.208804 -2.352807 0.1 0.1 0.0
C 0.175155 -1.190549 10.602604 -0.1 0.0 0.0
O -0.245230 -0.299421 9.583916 0.2 -0.1 0.0
C 0.758287 0.644023 9.228293 -0.4 0.0 -0.2
C 1.476335 0.244870 7.954251 0.4 0.0 0.2
O 2.226157 -0.952767 8.129665 -0.2 -0.1 0.0
C 1.563562 -2.096155 7.616594 0.1 0.0 0.0
H -0.522834 -2.027251 10.626028 0.0 0.1 0.0
H 1.178941 -1.579185 10.417663 0.0 0.0 0.0
H 0.151315 -0.686042 11.574515 0.1 -0.1 0.0
H 1.469854 0.780491 10.048723 0.0 -0.1 0.0
H 0.252420 1.599677 9.060060 0.0 0.0 0.0
H 2.187877 1.031629 7.692795 -0.1 0.0 0.0
H 0.771748 0.142411 7.123711 0.0 0.0 0.0
H 1.644544 -2.117934 6.524091 -0.1 -0.1 0.0
H 0.509832 -2.120618 7.903757 0.0 0.0 0.0
H 2.054926 -2.980314 8.021931 0.1 0.0 0.0
C -2.200409 -0.665784 -7.906086 0.1 -0.1 0.1
O -2.866418 -0.698329 -6.652930 -0.1 0.1 -0.2
C -3.507969 0.532175 -6.339827 0.0 -0.3 0.3
C -4.997092 0.473302 -6.620754 0.0 0.3 -0.2
O -5.262890 0.331192 -8.008876 0.1 -0.2 0.1
C -5.567509 -1.003346 -8.378431 -0.1 0.1 0.0
H -1.974456 -1.692519 -8.192920 0.0 0.0 0.1
H -2.817690 -0.213402 -8.684773 0.0 0.0 0.0
H -1.260547 -0.111924 -7.815333 0.0 0.0 -0.1
H -3.042210 1.360553 -6.881687 -0.1 0.0 0.0
H -3.360289 0.706835 -5.269140 0.0 0.1 0.0
H -5.449918 1.417790 -6.303871 0.0 0.0 0.0
H -5.469189 -0.333381 -6.051085 0.1 0.0 0.0
H -6.592820 -1.249040 -8.082262 0.0 -0.1 0.0
H -4.876501 -1.719626 -7.927962 0.0 0.0 0.0
H -5.488284 -1.078586 -9.462285 0.0 0.1 0.0

2.
111
Properties=species:S:1:pos:R:3:forces:R:3 method="wB97M-V/def2-TZVPD" largest_force_ha_per_bohr=0.070 energy_ha=-9911.7220 multiplicity=1 homo_lumo_gap_ev=7.136 total_charge=+1
C -3.476670 -1.809413 0.210022 1.3 -0.1 -0.2
C -2.164303 -1.548677 0.026386 -1.1 0.4 0.8
C -1.573836 -0.116530 -0.095715 -2.2 -1.7 -0.9
C -2.730306 0.890329 -0.126266 0.9 1.3 -0.5
C -2.237870 2.369337 -0.066369 -0.5 0.0 0.5
C -2.837458 3.286450 -1.152713 0.4 0.1 0.9
C -2.090960 4.632552 -1.116807 0.0 -0.5 -0.7
C -0.640832 4.485061 -1.632312 -0.2 0.7 0.6
C 0.301435 5.537148 -0.989497 -0.1 -0.6 -1.5
C 1.750051 5.197386 -1.422753 -0.7 0.5 0.6
O 2.682886 5.600126 -0.421763 0.3 -0.6 -0.3
C 3.485212 4.506422 0.001433 0.0 0.4 0.2
N -0.695468 0.180386 1.075987 1.5 -0.3 -0.4
C -1.066883 0.653499 2.407883 -1.0 0.0 1.0
C -2.148729 -0.171229 3.156290 0.2 0.6 0.6
C -3.306381 0.739896 3.595196 0.4 -0.5 -0.2
Cl -2.649052 2.016807 4.680702 -0.4 -0.3 0.0
C 0.536612 0.014043 0.764329 1.3 -2.1 -0.7
P 2.047966 0.275870 1.819821 0.5 3.4 1.1
O 2.178637 1.763452 2.036926 -0.3 -1.3 -0.2
C 0.807153 -0.391495 -0.670692 -0.8 1.7 -1.3
S 1.977362 0.948598 -1.263568 0.6 0.1 0.3
C 1.640801 -1.664642 -0.941874 -0.8 -0.8 0.9
Br 2.230925 -1.850017 -2.797244 -0.1 0.2 0.3
C 0.981842 -2.979977 -0.488705 1.2 -0.7 0.1
C 1.995806 -4.155332 -0.608484 -0.4 0.0 0.2
C -0.661058 -0.173360 -1.353653 0.8 1.3 -0.5
O -0.565577 1.119470 -1.950403 -0.1 0.1 0.7
C -1.129850 -1.081965 -2.522463 0.1 -0.5 -0.5
C -0.791692 -0.536002 -3.940620 0.0 -0.6 0.4
H -3.718753 -2.737761 0.717965 -0.4 -0.3 -1.0
H -4.272995 -1.159243 -0.132406 0.0 0.3 0.9
H -1.528577 -2.424803 -0.088353 0.4 0.4 0.9
H -3.256906 0.759738 -1.080953 -0.1 -0.2 0.3
H -3.424714 0.744992 0.701931 0.0 -0.4 -0.3
H -2.541319 2.808686 0.894805 0.0 -0.1 -0.1
H -1.142887 2.409272 -0.057192 -0.3 0.1 -0.2
H -2.795098 2.791352 -2.133031 0.0 0.3 -0.1
H -3.889137 3.462239 -0.899219 0.0 -0.2 -0.3
H -2.613336 5.360793 -1.747216 0.0 -0.1 0.1
H -2.135337 5.032119 -0.095739 0.2 -0.2 -0.1
H -0.199583 3.502782 -1.421147 -0.4 0.0 0.0
H -0.679363 4.588043 -2.724047 0.3 0.0 0.1
H 0.002861 6.509480 -1.392266 0.2 0.1 0.4
H 0.173678 5.524749 0.096278 0.2 0.0 -0.2
H 2.004982 5.694277 -2.365732 -0.1 -0.1 0.1
H 1.791068 4.110809 -1.588963 0.2 0.1 0.1
H 3.860968 3.927366 -0.850917 0.0 0.0 0.1
H 4.345912 4.913003 0.539080 -0.1 0.0 0.0
H 2.914373 3.858656 0.685743 0.3 -0.1 -0.3
H -1.406798 1.694503 2.367950 0.2 -0.2 -0.4
H -0.184496 0.682189 3.050976 0.1 0.1 -0.5
H -1.699991 -0.522808 4.096097 -0.1 0.0 -0.5
H -2.502861 -1.059914 2.638073 0.0 0.2 -0.2
H -4.036631 0.136787 4.133939 0.0 0.3 0.1
H -3.784514 1.260009 2.763780 0.0 -0.1 0.1
H 3.200570 -0.197914 1.158906 -0.6 -0.7 0.0
H 1.920312 -0.362617 3.075868 -0.2 -0.6 -0.5
H 1.764860 1.971896 -0.388589 -0.4 -0.4 -0.2
H 2.558089 -1.568905 -0.355933 0.0 0.0 -0.3
H 0.737693 -2.918069 0.582562 -0.2 0.3 -0.2
H 0.097081 -3.255131 -1.063164 0.0 0.3 0.2
H 1.893620 -4.660183 -1.571027 0.2 0.1 0.1
H 3.031712 -3.825901 -0.475877 -0.1 0.0 -0.1
H 1.788844 -4.912462 0.157933 0.0 0.4 -0.3
H -1.452962 1.435450 -2.162184 0.0 -0.1 -0.1
H -0.720751 -2.095567 -2.476548 -0.1 0.2 0.3
H -2.219026 -1.217116 -2.523627 0.1 0.1 0.4
H 0.226116 -0.160308 -4.018233 -0.2 0.2 0.1
H -1.511607 0.222853 -4.252373 0.2 0.0 0.0
H -0.858388 -1.392355 -4.621554 -0.2 0.2 0.0
Cl 0.842006 8.086789 -3.701596 -0.1 0.0 0.0
C 2.317657 8.897181 -4.288868 0.2 0.0 -0.1
C 3.437346 8.833291 -3.279196 0.1 0.0 0.0
Cl 3.097794 9.823801 -1.839530 0.0 0.0 0.0
H 2.060383 9.924082 -4.535776 0.0 0.0 0.1
H 2.616378 8.388964 -5.204495 0.0 0.0 0.0
H 4.353344 9.219997 -3.723286 0.0 0.0 0.0
H 3.619100 7.812661 -2.948597 -0.1 0.0 0.0
Cl 1.155798 -7.311730 0.209076 0.0 -0.3 0.1
C 2.438658 -7.954434 1.267190 0.0 0.0 0.2
C 3.808374 -7.802983 0.652588 0.1 0.0 0.1
Cl 4.024157 -8.854642 -0.767713 0.0 0.0 0.0
H 2.207784 -8.996447 1.476359 0.0 0.0 -0.1
H 2.391139 -7.398534 2.202984 0.0 0.0 0.0
H 4.569904 -8.086431 1.377581 0.0 0.0 0.0
H 3.994390 -6.777197 0.341604 0.0 0.0 -0.1
Cl -4.348919 -2.854451 3.373625 -0.1 0.0 0.0
C -3.100090 -4.126442 3.336118 0.0 -0.2 -0.1
C -2.446711 -4.301472 4.681119 0.0 -0.2 0.0
Cl -1.452807 -2.880424 5.093033 0.1 -0.1 0.2
H -2.366640 -3.861974 2.574809 0.0 0.1 0.0
H -3.593482 -5.048252 3.031871 0.0 0.0 0.1
H -1.783296 -5.164566 4.665397 0.0 0.0 -0.1
H -3.179137 -4.448632 5.470773 0.0 0.1 0.0
Cl -0.779002 -10.409158 0.004371 0.0 0.0 0.0
C -1.484370 -10.497059 -1.629428 0.0 0.0 -0.1
C -0.790123 -9.580540 -2.607098 0.1 -0.1 -0.1
Cl -1.090024 -7.857697 -2.253330 -0.1 0.0 0.0
H -2.543269 -10.263665 -1.549556 0.0 0.1 0.0
H -1.383476 -11.528777 -1.962347 0.1 0.0 0.0
H -1.166603 -9.765762 -3.611776 -0.1 0.0 0.0
H 0.286025 -9.738051 -2.608606 0.0 0.1 0.1
Cl -0.324162 3.908419 3.319874 0.0 0.1 0.0
C 1.029348 4.712029 2.476800 0.1 0.1 -0.2
C 2.272377 4.773562 3.326242 0.1 -0.1 0.0
Cl 2.083540 5.877733 4.710949 0.0 0.0 0.0
H 0.698119 5.704707 2.180490 0.0 0.0 0.2
H 1.230453 4.132330 1.577333 -0.1 0.0 0.2
H 3.103574 5.147751 2.730382 -0.1 0.1 0.0
H 2.538559 3.792026 3.711105 -0.1 0.0 0.0

Number 1: HOMO energy -9.1 eV. Number 2: HOMO energy -11.5 eV.